Entry 1:
The following is a quantum chemistry calculation of C3H5N3S2 in the gas phase, from the Open Molecules 2025 dataset.

```
13
Properties=species:S:1:pos:R:3:nbo_charge:R:1
S 0.355 -1.792 -0.176 0.349
S 3.152 -0.935 0.073 0.046
N -2.280 -1.530 0.060 -0.703
N -0.214 1.123 -0.468 -0.470
N -1.090 0.402 0.354 -0.496
C -1.164 -0.913 0.080 0.286
C 1.588 -0.525 -0.044 -0.290
C 1.159 0.933 0.016 -0.319
H -0.429 2.132 -0.513 0.381
H -2.241 -2.504 -0.297 0.358
H 1.864 1.486 -0.593 0.242
H -2.014 0.831 0.436 0.401
H 1.313 1.292 1.071 0.213
```

For the energy above the lowest of the compared OMol25 structures with the same formula, charge and spin, the calculation gives 38.6 kcal/mol. The LUMO energy comes out at -0.4 eV. As for the SMILES: [H]/N=C1/NNCC(=S)S1. For the HOMO energy, the calculation gives -8.77 eV. The calculation puts the total energy at -1077.895545 Eh. The total charge is 0.

=====

Entry 2:
The following is a quantum chemistry calculation of 2 unconnected molecules or ions with the total composition C3H6NO4, from the Open Molecules 2025 dataset.

```
14
Properties=species:S:1:pos:R:3:nbo_charge:R:1
O 2.178 -0.786 1.058 -0.741
O 3.116 0.567 -0.407 -0.774
O 0.937 -0.053 -0.763 -0.373
O 1.084 0.735 -1.904 -0.477
N -1.124 0.364 0.320 -0.328
C 2.225 -0.101 0.073 0.941
C -1.981 0.321 -0.591 -0.105
C -0.842 -0.623 1.373 -0.458
H 0.189 -0.649 1.386 0.269
H -1.490 -0.238 2.171 0.188
H -1.290 -1.553 1.045 0.150
H -2.747 -0.401 -0.942 0.098
H -1.935 1.026 -1.332 0.146
H 1.681 1.391 -1.487 0.466
```

For the energy above the lowest of the compared OMol25 structures with the same formula, charge and spin, the calculation gives 145.7 kcal/mol. The LUMO energy comes out at 4.0 eV. For the HOMO energy, the calculation gives -4.49 eV. The calculation puts the total energy at -473.542739 Eh. The total charge is -1.

=====

Question: Look up the LUMO of the first one.
Answer: -0.4 eV

=====

Question: total charge of number 1 (C3H5N3S2)?
Answer: 0